Record 1
{"formula": "C7H14N4S2", "method": "the ωB97M-V functional and the def2-TZVPD basis", "species": ["C", "H", "H", "S", "N", "H", "H", "C", "N", "C", "H", "H", "H", "S", "C", "N", "H", "N", "H", "C", "C", "H", "H", "C", "H", "H", "H"], "coordinates": [[0.50318, 0.19031, 0.69810], [-2.03521, -1.77967, 0.54353], [-3.05694, -0.75942, 2.53268], [2.29584, 2.08107, 1.31852], [3.49681, -1.05030, -0.51471], [-1.62876, -1.12681, -1.32746], [-0.84924, -1.89023, 1.74314], [-1.39259, -1.23132, 1.14520], [3.31694, 0.05524, -1.25173], [2.00325, 0.95789, -1.21391], [-2.75605, 0.60412, 1.47533], [-1.27548, 1.84744, -1.19695], [-2.65011, 1.04064, -0.50387], [1.99072, -2.71911, 0.74100], [-1.90650, 0.92779, -1.31626], [-0.53200, -0.44715, 0.21625], [0.35902, 0.35444, 1.76479], [2.48794, -1.44462, 0.14468], [-1.81842, 0.21992, 2.93678], [1.52810, 1.00969, 0.18849], [-1.05653, -0.29145, -1.15551], [-2.34134, 0.94243, -2.36049], [-0.30287, -0.39890, -1.94473], [-2.22305, -0.24080, 2.06221], [4.11611, 0.65691, -1.22097], [1.22061, 0.56441, -1.87227], [2.50659, 1.92748, -1.63186]], "homo_ev": [-7.244, -7.660], "relative_energy_kj_mol": 273.8, "spin_multiplicity": 1, "e_lumo_ev": [-0.8, -0.9], "homo_lumo_gap_ev": [6.5, 6.8]}

---

Record 2
{"formula": "C7H14N5", "method": "the ωB97M-V functional and the def2-TZVPD basis", "species": ["C", "H", "C", "C", "H", "H", "H", "H", "H", "N", "N", "C", "H", "H", "C", "N", "N", "H", "C", "H", "N", "H", "C", "H", "H", "H"], "coordinates": [[-0.07617, -0.17948, 0.10090], [2.37816, 0.49046, 2.05185], [-1.50489, 3.11102, -1.74411], [0.66620, -1.49328, 2.11393], [-1.23166, -0.25905, -2.15183], [-1.00435, 4.16775, 0.19138], [-0.13587, -2.12037, 1.73631], [1.45553, 1.80019, 1.41734], [-0.70662, -1.79689, -2.59017], [-0.60438, 0.97364, -0.36081], [-0.54864, 2.10327, 0.10350], [-1.20694, -1.26393, -1.79434], [1.40365, -2.35328, -1.74782], [0.11498, -3.25485, -0.98139], [-0.91000, 3.23441, -0.32246], [0.64198, -0.29361, 1.29636], [-1.42455, 2.02601, -2.34058], [1.50172, -2.17286, -0.00711], [1.39836, 0.75940, 1.96563], [-2.02958, -1.74523, -1.44933], [-0.15685, -1.25123, -0.74597], [-2.03938, 3.98011, -1.94819], [0.75063, -2.39159, -0.80377], [1.68366, -1.89591, 1.95032], [0.47653, -1.23144, 3.14775], [1.10847, 1.05675, 2.91260]], "homo_ev": -12.996, "relative_energy_kj_mol": 500.7, "total_charge": 1, "spin_multiplicity": 1, "e_lumo_ev": -5.4, "homo_lumo_gap_ev": 7.6}

---

Record 3
{"formula": "C7H14N5O3Se3TeZn", "method": "the ωB97M-V functional and the def2-TZVPD basis", "species": ["O", "Se", "Se", "H", "N", "N", "O", "H", "N", "C", "H", "H", "H", "C", "H", "H", "H", "H", "H", "O", "C", "C", "N", "H", "Zn", "Te", "N", "C", "H", "C", "C", "Se", "H", "H"], "coordinates": [[0.49858, 4.03399, -0.74371], [3.20153, 1.06191, -0.19911], [0.84886, 2.89791, 1.70599], [-1.60634, 1.02714, 1.48035], [0.32775, -3.01826, 1.12151], [2.04576, 2.39666, -0.85932], [-0.54969, -2.41119, -1.48695], [-1.98404, -1.77447, 0.25105], [2.10307, -1.99773, 0.02704], [-2.05601, -0.68470, 0.24499], [-2.10773, -0.16617, -1.82918], [-1.41040, 1.87124, -1.27679], [-0.05570, 0.27116, 2.98616], [1.05251, -1.89438, 0.84151], [-0.45852, 1.40300, -0.03117], [0.26885, -3.62315, 0.31159], [-3.12231, -0.47397, 0.13017], [-2.46634, -0.23853, 2.30062], [-0.59870, -2.82911, 1.47052], [0.66910, -0.72569, -2.27467], [-1.34550, -0.19561, -1.04550], [-0.36255, -0.50826, 2.29145], [0.77095, -0.74255, 1.40787], [2.05181, -2.73024, -0.66348], [1.03420, 1.23351, -2.17281], [1.01161, 4.62572, -2.59981], [-0.77733, 1.14478, -0.96636], [-1.65519, -0.05835, 1.59061], [-0.53316, -1.41272, 2.88316], [-0.31904, -1.20573, -1.63102], [1.25267, 3.09483, -0.11547], [0.41286, 2.65818, -4.03045], [2.48049, -1.09629, -0.30776], [1.37793, 0.06706, 1.18898]], "homo_ev": -3.800, "relative_energy_kj_mol": 0.0, "total_charge": -1, "spin_multiplicity": 1, "e_lumo_ev": 2.6, "homo_lumo_gap_ev": 6.4}

---

| no. | F_max (hartree/bohr) | DFT total energy (eV) |
| --- | --- | --- |
| 1 | 0.12026 | -35111.2857 |
| 2 | 0.10004 | -14924.0697 |
| 3 | 0.00766 | -272834.3960 |